[1]
{
  "formula": "C22H27N4OPd",
  "method": "ωB97M-V/def2-TZVPD",
  "e_homo_ev": -2.8,
  "charge": -1,
  "symbols": ["Pd", "C", "N", "C", "C", "C", "C", "C", "C", "C", "N", "C", "C", "C", "C", "C", "C", "N", "C", "C", "H", "H", "H", "H", "H", "H", "H", "H", "H", "H", "H", "H", "H", "H", "H", "H", "H", "H", "H", "H", "O", "C", "C", "C", "C", "C", "C", "N", "H", "H", "H", "H", "H", "H", "H"],
  "xyz": [[0.091, 0.305, -0.803], [-3.355, -0.010, -0.949], [-2.669, 0.655, 0.129], [-2.887, 2.080, 0.163], [-2.728, 0.006, 1.397], [-3.907, -0.010, 2.124], [-3.992, -0.592, 3.384], [-2.835, -1.151, 3.914], [-1.646, -1.149, 3.209], [-1.535, -0.586, 1.907], [-0.375, -0.514, 1.210], [0.684, -1.342, 1.529], [0.555, -2.713, 1.799], [1.658, -3.538, 1.972], [2.940, -3.020, 1.885], [3.101, -1.658, 1.639], [2.007, -0.820, 1.474], [2.146, 0.553, 1.179], [3.398, 0.996, 0.625], [1.634, 1.463, 2.185], [-4.458, 0.043, -0.866], [-3.063, -1.061, -0.968], [-3.060, 0.443, -1.899], [-3.942, 2.363, 0.340], [-2.573, 2.520, -0.788], [-2.280, 2.518, 0.955], [-4.785, 0.454, 1.685], [-4.923, -0.599, 3.937], [-2.856, -1.591, 4.907], [-0.762, -1.574, 3.665], [-0.442, -3.134, 1.823], [1.511, -4.597, 2.156], [3.807, -3.658, 2.010], [4.101, -1.246, 1.579], [4.218, 1.048, 1.365], [3.262, 1.997, 0.211], [3.701, 0.329, -0.182], [2.323, 1.550, 3.043], [0.664, 1.117, 2.531], [1.501, 2.453, 1.741], [-0.018, 3.035, -2.228], [1.000, 2.716, -3.127], [1.031, 1.281, -3.608], [1.660, 1.001, -4.818], [1.728, -0.298, -5.279], [1.134, -1.293, -4.515], [0.524, -0.941, -3.327], [0.490, 0.320, -2.854], [-0.115, 2.263, -1.607], [1.992, 2.953, -2.713], [0.861, 3.356, -4.003], [2.087, 1.817, -5.390], [2.216, -0.532, -6.217], [1.139, -2.328, -4.828], [0.043, -1.679, -2.701]],
  "atomic_forces_ev_per_a": [[-0.235, -0.248, -0.173], [-0.040, -0.031, 0.065], [-0.044, 0.160, -0.129], [-0.022, -0.011, -0.012], [0.063, 0.008, 0.012], [0.046, -0.022, -0.002], [-0.030, 0.001, 0.008], [0.021, 0.002, -0.012], [-0.037, 0.021, -0.033], [0.009, 0.015, 0.050], [0.088, 0.036, -0.069], [0.034, -0.088, 0.041], [0.031, 0.023, -0.022], [0.005, 0.018, -0.004], [-0.028, 0.023, -0.005], [0.001, -0.035, 0.007], [-0.038, 0.068, -0.003], [0.169, 0.094, 0.070], [0.015, -0.064, 0.020], [-0.052, -0.004, -0.038], [0.002, 0.001, 0.004], [0.005, -0.003, -0.013], [0.017, -0.003, -0.010], [-0.003, -0.004, 0.007], [-0.003, 0.001, -0.009], [0.003, 0.006, -0.006], [0.008, 0.003, -0.010], [0.002, 0.005, -0.008], [0.016, -0.006, 0.000], [0.004, -0.009, 0.012], [-0.008, -0.014, 0.004], [-0.018, 0.001, 0.000], [0.006, 0.002, -0.002], [-0.004, 0.013, 0.000], [-0.001, -0.011, 0.005], [-0.007, 0.006, -0.003], [0.000, 0.007, -0.011], [0.004, -0.002, 0.008], [0.007, 0.003, 0.001], [0.000, 0.010, -0.001], [-0.061, -0.067, -0.084], [-0.069, 0.142, 0.105], [-0.005, -0.011, 0.002], [-0.004, -0.040, -0.112], [0.000, 0.050, 0.014], [-0.029, -0.007, 0.051], [0.005, -0.077, -0.069], [0.084, 0.115, 0.191], [0.015, -0.015, 0.143], [0.012, -0.057, 0.032], [0.072, -0.012, -0.023], [-0.009, 0.006, 0.013], [0.002, 0.008, -0.003], [-0.003, -0.001, 0.007], [0.002, -0.006, -0.007]],
  "nbo_charge": [-0.028, -0.392, -0.464, -0.396, 0.073, -0.209, -0.319, -0.222, -0.263, 0.177, -0.684, 0.141, -0.263, -0.234, -0.277, -0.273, 0.188, -0.454, -0.401, -0.403, 0.140, 0.206, 0.197, 0.140, 0.201, 0.206, 0.192, 0.191, 0.190, 0.202, 0.210, 0.192, 0.192, 0.196, 0.146, 0.196, 0.207, 0.148, 0.235, 0.191, -0.736, -0.082, 0.193, -0.255, -0.187, -0.276, 0.051, -0.441, 0.476, 0.165, 0.171, 0.207, 0.206, 0.214, 0.221]
}


[2]
{
  "formula": "C22H27N5O2",
  "method": "ωB97M-V/def2-TZVPD",
  "e_above_lowest_ev": 0.000,
  "smiles": "C=C(C)Cn1c(N2CCC(Cc3ccccc3)CC2)nc2c1c(=O)[nH]c(=O)n2C",
  "e_homo_ev": -7.9,
  "charge": 0,
  "symbols": ["C", "C", "C", "C", "N", "C", "N", "C", "C", "C", "C", "C", "C", "C", "C", "C", "C", "C", "C", "N", "C", "C", "C", "O", "N", "C", "O", "N", "C", "H", "H", "H", "H", "H", "H", "H", "H", "H", "H", "H", "H", "H", "H", "H", "H", "H", "H", "H", "H", "H", "H", "H", "H", "H", "H", "H"],
  "xyz": [[-4.052, -1.360, 1.609], [-4.309, -1.333, 0.312], [-5.683, -1.243, -0.266], [-3.187, -1.370, -0.711], [-2.130, -0.454, -0.354], [-0.965, -0.677, 0.308], [-0.452, -1.926, 0.530], [0.620, -1.975, 1.510], [1.934, -1.391, 0.969], [1.957, -1.492, -0.560], [3.380, -1.324, -1.108], [3.929, 0.019, -0.714], [3.409, 1.177, -1.280], [3.863, 2.422, -0.888], [4.852, 2.528, 0.076], [5.384, 1.382, 0.639], [4.922, 0.137, 0.248], [1.318, -2.820, -0.965], [-0.183, -2.780, -0.624], [-0.398, 0.443, 0.744], [-1.222, 1.432, 0.347], [-2.314, 0.921, -0.338], [-3.323, 1.763, -0.886], [-4.317, 1.463, -1.521], [-3.031, 3.101, -0.603], [-1.953, 3.659, 0.056], [-1.843, 4.858, 0.188], [-1.025, 2.765, 0.541], [0.160, 3.232, 1.226], [-3.045, -1.412, 1.991], [-4.839, -1.326, 2.341], [-5.863, -2.072, -0.950], [-5.768, -0.316, -0.832], [-6.437, -1.256, 0.515], [-2.782, -2.382, -0.770], [-3.578, -1.072, -1.687], [0.742, -3.028, 1.777], [0.294, -1.427, 2.393], [2.022, -0.346, 1.260], [2.777, -1.940, 1.391], [1.345, -0.680, -0.968], [3.353, -1.406, -2.198], [4.019, -2.121, -0.722], [2.642, 1.102, -2.038], [3.447, 3.314, -1.335], [5.208, 3.500, 0.384], [6.159, 1.456, 1.387], [5.341, -0.754, 0.694], [1.438, -3.001, -2.034], [1.812, -3.634, -0.432], [-0.550, -3.790, -0.402], [-0.732, -2.390, -1.482], [-3.700, 3.777, -0.953], [0.166, 2.859, 2.250], [0.137, 4.320, 1.222], [1.050, 2.866, 0.713]],
  "atomic_forces_ev_per_a": [[0.045, -0.010, 0.004], [-0.092, -0.025, -0.068], [-0.015, 0.025, 0.072], [-0.272, -0.255, 0.087], [0.546, 0.175, -0.052], [-0.392, 0.178, -0.130], [-0.211, 0.035, 0.030], [0.175, 0.111, 0.274], [-0.223, 0.111, -0.121], [0.253, -0.348, 0.021], [-0.319, 0.134, 0.013], [0.160, -0.085, -0.062], [0.004, -0.017, 0.004], [-0.054, 0.081, -0.037], [0.054, 0.090, 0.064], [0.057, 0.066, 0.085], [-0.011, -0.022, -0.042], [-0.096, 0.291, -0.001], [0.045, -0.371, -0.213], [0.329, 0.186, 0.193], [-1.029, -0.801, -0.561], [0.601, 0.515, 0.309], [0.291, -0.063, 0.109], [-0.196, -0.083, -0.134], [-0.349, 0.210, -0.163], [0.029, 0.019, 0.020], [-0.019, 0.337, 0.011], [0.017, -0.006, 0.016], [0.247, 0.168, 0.146], [0.242, 0.011, 0.033], [-0.226, 0.009, 0.108], [-0.089, -0.084, -0.088], [-0.045, 0.002, -0.071], [-0.095, -0.047, 0.040], [-0.012, 0.119, -0.085], [0.101, -0.113, 0.076], [-0.006, 0.045, 0.058], [0.040, -0.132, 0.039], [0.070, -0.044, 0.064], [0.106, -0.051, 0.014], [0.022, 0.018, -0.005], [0.044, -0.060, -0.016], [0.024, -0.048, -0.023], [-0.100, -0.016, -0.088], [-0.028, 0.070, -0.047], [0.036, 0.077, 0.022], [0.061, 0.009, 0.060], [0.028, -0.106, 0.034], [0.020, -0.080, -0.020], [0.062, -0.076, -0.010], [-0.034, 0.074, -0.144], [-0.016, -0.046, 0.063], [0.141, -0.112, 0.069], [0.043, 0.033, -0.004], [0.022, -0.123, 0.014], [0.014, 0.023, 0.038]],
  "nbo_charge": [-0.405, 0.025, -0.654, -0.255, -0.336, 0.591, -0.452, -0.215, -0.421, -0.213, -0.403, -0.032, -0.165, -0.226, -0.222, -0.204, -0.209, -0.412, -0.208, -0.574, 0.440, -0.132, 0.656, -0.635, -0.635, 0.790, -0.633, -0.433, -0.416, 0.196, 0.201, 0.210, 0.253, 0.216, 0.227, 0.235, 0.197, 0.226, 0.239, 0.201, 0.205, 0.213, 0.205, 0.200, 0.213, 0.214, 0.212, 0.207, 0.216, 0.198, 0.199, 0.205, 0.430, 0.208, 0.247, 0.214]
}


[3]
{
  "formula": "C22H27N5O4S2",
  "method": "ωB97M-V/def2-TZVPD",
  "e_above_lowest_ev": 21.663,
  "e_homo_ev": -7.7,
  "charge": 0,
  "symbols": ["C", "C", "C", "C", "C", "C", "C", "C", "H", "H", "H", "H", "N", "C", "O", "C", "H", "H", "C", "C", "O", "N", "C", "N", "N", "C", "S", "C", "H", "H", "C", "O", "N", "H", "C", "H", "H", "C", "C", "H", "C", "H", "C", "H", "O", "H", "H", "H", "H", "S", "H", "H", "C", "H", "H", "H", "H", "H", "H", "H"],
  "xyz": [[-5.127, -3.201, -1.078], [-4.377, -1.941, -0.704], [-5.073, -0.644, -0.747], [-4.607, 0.420, -0.330], [-3.324, 0.283, 0.004], [-2.694, -0.824, 0.232], [-3.302, -2.054, -0.072], [-2.439, -3.177, -0.312], [-2.988, -3.924, 0.311], [-1.399, -3.073, 0.238], [-2.345, -3.406, -1.173], [-1.727, -0.655, 0.439], [-2.714, 1.469, 0.465], [-3.358, 2.840, 1.100], [-4.576, 2.857, 1.115], [-2.397, 3.774, 1.503], [-2.609, 4.604, 1.023], [-2.270, 3.846, 2.540], [-0.938, 3.401, 0.667], [-0.871, 3.963, -0.514], [-1.708, 4.556, -1.322], [0.282, 3.814, -1.068], [1.514, 3.221, -0.698], [1.551, 2.403, 0.458], [2.836, 2.064, 0.274], [3.801, 2.307, -0.353], [5.411, 1.708, -0.314], [5.494, 0.951, 1.100], [4.576, 1.060, 1.917], [6.452, 0.920, 1.687], [5.334, -0.595, 0.785], [5.711, -1.541, 1.506], [4.769, -0.978, -0.309], [4.280, -0.430, -0.915], [4.389, -2.434, -0.720], [4.964, -2.848, 0.001], [4.814, -2.526, -1.913], [2.901, -2.566, -0.422], [2.290, -2.432, 0.748], [2.975, -2.295, 1.580], [1.546, -1.277, 0.839], [0.434, -1.189, 1.536], [1.045, -1.144, -0.781], [0.904, -0.222, -1.124], [2.192, -1.505, -1.550], [0.435, -1.793, -1.084], [2.131, -0.442, 1.033], [1.814, -3.490, 0.982], [2.707, -3.475, -1.235], [2.933, 3.385, -1.559], [0.520, 4.232, -2.169], [-0.127, 3.519, 1.281], [-1.107, 1.841, 0.494], [-0.800, 1.281, -0.223], [-0.740, 1.187, 1.565], [-5.189, 1.462, -0.114], [-6.276, -0.788, -1.144], [-4.690, -3.643, -1.923], [-5.193, -3.831, -0.330], [-6.043, -3.023, -1.218]],
  "atomic_forces_ev_per_a": [[5.892, 2.641, -1.687], [-8.719, 0.818, -2.218], [-7.923, -9.736, -4.259], [-2.071, 8.920, 1.694], [2.279, 5.596, 3.130], [-0.530, -2.723, -0.509], [7.215, 2.782, 0.701], [0.923, 0.231, 14.371], [0.926, -0.729, -0.869], [-1.942, -0.108, -1.251], [1.163, -3.100, -11.011], [3.514, -0.484, 1.274], [3.224, 7.238, 1.832], [-3.695, -7.703, -3.332], [1.738, 1.379, 0.902], [5.402, -2.468, -0.943], [-1.496, 4.698, -1.589], [0.237, 0.178, 1.374], [-6.603, -5.597, 7.961], [-4.203, 5.740, -9.865], [1.414, -1.859, 3.994], [8.819, 0.869, -7.609], [-4.225, -0.954, 3.551], [2.870, 2.749, -5.554], [-2.229, -6.395, 10.099], [-0.040, 2.635, -3.811], [1.238, 4.217, -5.086], [-1.707, -5.626, 6.843], [2.257, 0.384, -2.218], [-0.782, 0.833, -0.738], [1.114, -2.418, 2.648], [0.547, 1.946, 1.056], [-1.460, -2.511, -2.886], [-1.236, 2.514, -1.674], [0.347, 4.673, -2.207], [1.828, -2.814, 1.713], [-1.721, -0.135, 3.670], [3.659, -2.225, -14.217], [-0.729, -5.994, 7.887], [0.918, -0.668, 0.063], [-9.418, 3.694, -2.322], [3.683, -0.611, -1.755], [7.011, 1.669, 4.171], [-1.556, 4.153, -0.721], [2.244, -1.424, 3.243], [-6.084, -4.944, -1.357], [0.845, 1.728, 0.477], [0.124, 2.297, -0.170], [-0.230, 1.318, 3.001], [1.378, 1.806, -2.648], [-2.125, -1.194, 4.286], [1.886, 0.618, 1.411], [-5.128, -0.913, 8.402], [2.868, -2.576, -5.068], [-0.585, 2.371, -3.026], [1.588, -2.937, -1.083], [3.473, 0.709, 1.134], [0.448, -0.933, -1.228], [0.576, -3.468, 3.934], [-7.215, 1.841, -1.910]],
  "nbo_charge": [-0.610, -0.044, -0.128, -0.264, 0.136, -0.267, 0.037, -0.575, 0.211, 0.189, 0.179, 0.194, -0.488, 0.734, -0.560, -0.479, 0.258, 0.252, -0.333, 0.617, -0.607, -0.575, 0.146, -0.299, -0.315, -0.044, 0.419, -0.772, 0.308, 0.296, 0.654, -0.684, -0.610, 0.396, -0.227, 0.245, 0.234, 0.097, -0.573, 0.268, -0.369, 0.216, -0.057, 0.173, -0.594, 0.156, 0.214, 0.243, 0.231, 0.329, 0.441, 0.278, -0.142, 0.189, 0.199, 0.281, 0.183, 0.203, 0.205, 0.205]
}